Record 1
ORCA calculation (ωB97M-V/def2-TZVPD) on C39H76BrCsN2P2Si2 as an isolated structure.

Each line ends with the Mulliken charge.
Geometry (Å):
Cs (-0.0456, 0.4180, -0.0519)  2.28
C (4.4311, 0.9351, 0.4160)  -1.79
P (3.1644, -0.3341, 0.8273)  0.60
C (3.5556, -0.5258, 2.6437)  -0.10
N (4.8112, -0.6182, 2.9969)  -0.01
C (5.1097, -0.7048, 4.3156)  0.23
C (6.4631, -0.8252, 4.7250)  -0.50
C (6.7591, -0.9006, 6.0508)  -0.55
C (5.7276, -0.8566, 7.0287)  -0.52
C (4.4236, -0.7385, 6.6592)  -0.53
C (4.0900, -0.6619, 5.2819)  0.23
N (2.7933, -0.5355, 4.9112)  -0.12
C (2.5059, -0.4842, 3.6359)  -0.06
P (0.7217, -0.2228, 3.1424)  0.49
C (0.3079, 1.1030, 4.3478)  -1.74
C (-0.1861, -1.7090, 3.8069)  1.97
C (-0.0259, -1.9848, 5.2977)  -1.89
C (0.2898, -2.9195, 3.0005)  -1.80
C (-1.6639, -1.4462, 3.4828)  -2.13
C (3.8496, -1.8866, 0.0486)  1.56
C (5.3535, -2.1032, 0.1831)  -1.77
C (3.4818, -1.7878, -1.4374)  -1.73
C (3.0981, -3.0655, 0.6711)  -1.79
H (5.4102, 0.6750, 0.8174)  0.39
H (4.1183, 1.8939, 0.8320)  0.44
H (4.4934, 1.0493, -0.6666)  0.40
H (7.2294, -0.8533, 3.9619)  0.47
H (7.7891, -0.9934, 6.3693)  0.39
H (5.9878, -0.9166, 8.0773)  0.40
H (3.6208, -0.7007, 7.3834)  0.47
H (0.6160, 0.8430, 5.3602)  0.39
H (-0.7661, 1.2860, 4.3209)  0.41
H (0.8083, 2.0253, 4.0489)  0.41
H (1.0116, -2.1514, 5.5832)  0.33
H (-0.5996, -2.8816, 5.5507)  0.49
H (-0.4155, -1.1641, 5.9021)  0.37
H (1.3421, -3.1433, 3.1922)  0.39
H (0.1562, -2.7684, 1.9263)  0.24
H (-0.2946, -3.7995, 3.2804)  0.55
H (-2.0789, -0.6494, 4.1016)  0.30
H (-2.2422, -2.3523, 3.6826)  0.60
H (-1.8291, -1.1867, 2.4325)  0.39
H (5.9184, -1.3185, -0.3233)  0.34
H (5.6173, -3.0554, -0.2870)  0.51
H (5.6767, -2.1325, 1.2222)  0.27
H (4.0256, -0.9862, -1.9397)  0.34
H (2.4118, -1.6218, -1.5853)  0.34
H (3.7399, -2.7242, -1.9391)  0.46
H (3.3257, -3.1699, 1.7342)  0.34
H (3.3940, -3.9946, 0.1772)  0.55
H (2.0156, -2.9620, 0.5657)  0.31
C (-4.3693, 0.3202, 1.2592)  -1.43
Si (-3.4753, -0.3206, -0.3414)  -0.11
C (-4.3035, -2.0992, -0.5084)  1.89
C (-4.1588, -2.6322, -1.9344)  -2.07
C (-3.5144, -3.0299, 0.4194)  -1.89
C (-5.7762, -2.1947, -0.0963)  -1.75
C (-4.2578, 0.8796, -1.6977)  2.61
C (-5.7643, 0.7613, -1.9336)  -1.94
C (-3.9641, 2.3052, -1.2119)  -2.39
C (-3.5465, 0.7103, -3.0431)  -1.87
H (-5.4409, 0.5203, 1.1402)  0.40
H (-3.9040, 1.2408, 1.6266)  0.32
H (-4.2706, -0.4200, 2.0613)  0.45
H (-3.1223, -2.5667, -2.2817)  0.32
H (-4.7810, -2.0776, -2.6404)  0.32
H (-4.4655, -3.6861, -1.9893)  0.47
H (-2.4518, -3.0482, 0.1570)  0.24
H (-3.8989, -4.0574, 0.3508)  0.51
H (-3.5926, -2.7205, 1.4656)  0.33
H (-6.4260, -1.6079, -0.7448)  0.26
H (-5.9297, -1.8449, 0.9271)  0.31
H (-6.1249, -3.2364, -0.1407)  0.52
H (-6.3320, 0.8036, -1.0011)  0.32
H (-6.0166, -0.1751, -2.4353)  0.38
H (-6.1245, 1.5776, -2.5763)  0.46
H (-4.4819, 2.5379, -0.2790)  0.40
H (-4.2857, 3.0421, -1.9620)  0.55
H (-2.8909, 2.4594, -1.0422)  0.24
H (-3.7102, -0.2767, -3.4792)  0.38
H (-2.4645, 0.8418, -2.9354)  0.22
H (-3.9026, 1.4557, -3.7686)  0.43
C (-2.8078, 5.6949, 0.0529)  -2.00
C (-1.6628, 6.5091, 0.6813)  2.57
C (-1.7388, 6.2381, 2.1913)  -2.16
C (-1.9444, 8.0045, 0.4502)  -1.84
Si (0.0501, 6.0235, -0.0241)  -0.19
Br (0.0081, 3.7349, -0.0420)  -0.78
C (1.5299, 6.4443, 1.1254)  2.51
C (1.5505, 5.5804, 2.3971)  -1.89
C (1.4863, 7.9248, 1.5457)  -1.82
C (2.8743, 6.1893, 0.4282)  -2.20
C (0.3199, 6.5017, -1.8608)  2.27
C (-0.9577, 6.2692, -2.6818)  -2.04
C (1.4134, 5.6613, -2.5396)  -1.80
C (0.7044, 7.9873, -1.9853)  -1.75
H (-3.7493, 6.0322, 0.4989)  0.57
H (-2.7148, 4.6285, 0.2577)  0.24
H (-2.8957, 5.8195, -1.0224)  0.27
H (-2.7597, 6.4461, 2.5269)  0.60
H (-1.0727, 6.8720, 2.7741)  0.37
H (-1.5250, 5.1940, 2.4290)  0.33
H (-2.8893, 8.2634, 0.9388)  0.53
H (-2.0546, 8.2464, -0.6060)  0.31
H (-1.1746, 8.6548, 0.8675)  0.31
H (0.6558, 5.6777, 3.0054)  0.29
H (2.4022, 5.8942, 3.0102)  0.54
H (1.6829, 4.5241, 2.1602)  0.25
H (0.6237, 8.1562, 2.1690)  0.30
H (1.4780, 8.6052, 0.6940)  0.33
H (2.3810, 8.1520, 2.1348)  0.53
H (2.9604, 5.1605, 0.0718)  0.37
H (3.6778, 6.3563, 1.1533)  0.60
H (3.0525, 6.8607, -0.4092)  0.34
H (-1.3168, 5.2412, -2.6038)  0.33
H (-0.7310, 6.4600, -3.7358)  0.61
H (-1.7676, 6.9393, -2.4006)  0.32
H (1.1558, 4.6021, -2.5528)  0.28
H (2.3922, 5.7660, -2.0800)  0.32
H (1.5013, 5.9936, -3.5792)  0.54
H (-0.0324, 8.6543, -1.5366)  0.29
H (0.7739, 8.2465, -3.0468)  0.52
H (1.6732, 8.2062, -1.5385)  0.29

The calculation puts the HOMO energy at -5.05 eV. For the HOMO-LUMO gap, the calculation gives 4.1969 eV. The value obtained for the calculated total energy is -5497.03835 a.u. For the molar mass, the calculation gives 904.0 g mol⁻¹. As for the spin multiplicity: 1. For the energy above the lowest of the compared OMol25 structures with the same formula, charge and spin, the calculation gives 0.052 eV.


Record 2
ORCA calculation (ωB97M-V/def2-TZVPD) on C5H8N2O as an isolated structure.

Each line ends with the Mulliken charge.
Geometry (Å):
C (0.2496, 0.3705, -0.1335)  0.88
C (-0.1277, 0.9533, 1.1693)  -0.49
C (-0.7135, -0.5994, 1.3463)  -0.87
C (-0.8828, -0.3823, -0.2585)  -0.06
C (0.5879, 0.6558, -1.4566)  -0.73
H (2.5151, -0.0234, -0.1428)  0.37
H (-0.8803, 1.7238, 1.2186)  0.31
H (0.7498, 1.0759, 1.9357)  0.23
H (-1.7261, -0.6341, 1.8307)  0.29
H (-0.0804, -1.1903, 1.8532)  0.39
H (-1.5669, 0.4010, -0.6039)  0.35
H (-0.1875, -1.8476, -1.2035)  0.37
H (1.1704, 1.4642, -1.9637)  0.46
N (-0.7296, -1.1065, -1.4765)  -0.42
N (0.2776, -0.3524, -2.2893)  -0.45
O (1.3444, -0.5086, 0.1748)  -0.62

The calculation puts the HOMO energy at -8.98 eV. For the HOMO-LUMO gap, the calculation gives 9.1099 eV. The value obtained for the calculated total energy is -379.79807 a.u. For the molar mass, the calculation gives 112.1 g mol⁻¹. As for the spin multiplicity: 1. For the energy above the lowest of the compared OMol25 structures with the same formula, charge and spin, the calculation gives 7.894 eV.


Record 3
ORCA calculation (ωB97M-V/def2-TZVPD) on one molecule with the formula C4H6N2OS.

Each line ends with the Mulliken charge.
Geometry (Å):
C (1.5672, -0.9267, 1.6641)  -0.32
C (-0.2024, 0.1939, -0.3636)  0.44
C (-1.3582, -0.8692, -0.6968)  -0.05
C (-0.3215, 1.2849, -1.4284)  -0.45
H (1.5346, -1.5079, 0.7308)  0.21
H (2.0855, -1.2992, 2.4453)  0.35
H (-0.2377, 1.6733, 0.8440)  0.19
H (0.7716, -0.5252, -0.6238)  0.11
H (-2.4109, -1.0498, -0.0420)  0.30
H (-0.8168, 0.8240, -2.2633)  0.31
N (0.6797, 0.1551, 1.8317)  -0.64
N (-0.1490, 0.7223, 0.8320)  0.19
O (-1.2436, -1.4897, -1.6726)  -0.38
S (0.1016, 2.8141, -1.2573)  -0.27

The calculation puts the HOMO energy at -9.03 eV. For the HOMO-LUMO gap, the calculation gives 8.2002 eV. The value obtained for the calculated total energy is -738.78403 a.u. For the molar mass, the calculation gives 130.2 g mol⁻¹. Its SMILES is C=NN[C@@H](C=O)C=S. As for the spin multiplicity: 1. For the energy above the lowest of the compared OMol25 structures with the same formula, charge and spin, the calculation gives 6.004 eV.


Record 4
ORCA calculation (ωB97M-V/def2-TZVPD) on C18H22BrN8O13SV as an isolated structure.

Each line ends with the Löwdin spin population.
Geometry (Å):
V (-0.6132, 0.8180, -0.0772)  1.03
C (-5.3299, 3.2745, -0.4335)  0.00
C (-3.9315, 2.8078, -0.1714)  0.00
N (-2.8589, 3.4539, -0.4116)  0.01
O (-3.0472, 4.6708, -0.9942)  0.00
C (-3.6856, 1.4564, 0.4018)  0.01
C (-4.7778, 0.6421, 0.9998)  0.00
N (-2.4888, 1.0225, 0.3390)  -0.03
O (-1.9967, -0.1537, 0.7503)  -0.05
H (-5.3257, 4.3224, -0.7083)  0.00
H (-5.9568, 3.1432, 0.4499)  0.00
H (-5.7831, 2.7071, -1.2499)  0.00
H (-2.1423, 4.9998, -1.1197)  0.00
H (-5.2123, 1.1719, 1.8491)  0.00
H (-4.4122, -0.3255, 1.3270)  0.00
H (-5.5712, 0.5046, 0.2633)  0.00
Br (-0.5355, 1.1012, -2.3849)  0.02
O (1.2706, 5.6628, 5.6783)  0.00
N (1.3470, 6.0337, 4.5296)  0.00
O (1.6835, 7.1321, 4.1535)  0.00
C (0.9997, 5.0467, 3.4853)  0.00
C (1.0721, 5.4152, 2.1600)  0.00
C (0.7421, 4.4913, 1.1960)  0.00
C (0.3781, 3.1746, 1.5105)  0.00
O (0.1710, 2.2798, 0.5716)  0.00
C (0.3196, 2.8657, 2.8766)  0.00
C (0.6103, 3.7898, 3.8603)  0.00
N (-0.0606, 1.5187, 3.3179)  0.00
O (-0.4137, 1.3786, 4.4585)  0.00
O (-0.0090, 0.5956, 2.5059)  0.00
N (0.7704, 4.9556, -0.1995)  0.00
O (-0.0048, 4.4321, -0.9782)  0.00
O (1.5110, 5.8721, -0.4639)  0.00
H (1.3764, 6.4133, 1.8816)  0.00
H (0.5487, 3.5213, 4.9051)  0.00
C (2.3861, -5.0563, -4.9911)  0.00
C (2.5707, -6.1395, -3.9378)  0.00
S (1.6136, -5.8634, -2.4700)  0.00
O (1.7505, -6.9946, -1.5951)  0.00
O (0.2964, -5.3914, -2.8335)  0.00
C (2.3972, -4.4660, -1.6669)  0.00
C (1.6318, -4.2533, -0.3576)  0.00
N (1.5169, -2.8261, -0.0168)  0.00
C (0.4467, -2.0823, -0.3279)  0.00
N (0.6329, -0.8288, 0.1093)  0.00
C (1.8583, -0.7747, 0.7193)  0.00
C (2.4087, -2.0013, 0.6371)  0.00
N (3.7168, -2.3923, 1.0868)  0.00
O (4.3250, -1.5692, 1.7294)  0.00
O (4.1120, -3.4972, 0.7700)  0.00
C (-0.7416, -2.5918, -1.0589)  0.00
H (2.9177, -5.3385, -5.8988)  0.00
H (2.7874, -4.0969, -4.6611)  0.00
H (1.3332, -4.9290, -5.2324)  0.00
H (3.6047, -6.2538, -3.6053)  0.00
H (2.2291, -7.1214, -4.2728)  0.00
H (2.2742, -3.6174, -2.3423)  0.00
H (3.4562, -4.6582, -1.5022)  0.00
H (2.0990, -4.7819, 0.4624)  0.00
H (0.6134, -4.6180, -0.4583)  0.00
H (2.2703, 0.1146, 1.1643)  0.00
H (-0.4516, -3.2382, -1.8877)  0.00
H (-1.3166, -1.7580, -1.4487)  0.00
H (-1.3824, -3.1711, -0.3923)  0.00

The calculation puts the HOMO energy (alpha / beta) at -12.61 / -12.64 eV. As for the charge: +1. For the HOMO-LUMO gap (alpha / beta), the calculation gives 7.5446 / 8.0497 eV. The value obtained for the calculated total energy is -6030.88895 a.u. For the molar mass, the calculation gives 721.3 g mol⁻¹. As for the spin multiplicity: 2. For the energy above the lowest of the compared OMol25 structures with the same formula, charge and spin, the calculation gives 0.400 eV.